The following is a quantum chemistry calculation of a structure of composition C17H19BBaN6O3, from OMol25.

Structure (XYZ):
```
47
Properties=species:S:1:pos:R:3:lowdin_charge:R:1
C 2.578 -0.558 -1.062 -0.2123
N 1.319 -0.532 -1.577 -0.1834
N 1.420 -0.083 -2.877 -0.0290
C 2.719 0.112 -3.188 -0.0440
C 3.491 -0.194 -2.068 -0.0395
B 0.219 0.029 -3.844 -0.4785
N -0.764 -1.120 -3.479 -0.0333
N -0.938 -1.630 -2.204 -0.1123
C -1.824 -2.652 -2.305 -0.1741
C -2.154 -2.851 -3.658 -0.0417
C -1.464 -1.864 -4.361 -0.0540
Ba 0.301 -2.037 0.302 2.0906
N -0.453 1.455 -3.799 0.0314
N -0.953 1.851 -2.582 0.1693
C -1.409 3.096 -2.722 -0.0611
C -1.235 3.532 -4.058 0.0937
C -0.629 2.452 -4.713 0.0668
H -1.832 3.647 -1.888 0.1288
H -0.322 2.337 -5.739 0.1532
H -1.498 4.495 -4.456 0.1347
H 0.596 -0.125 -4.965 0.1198
H -1.425 -1.624 -5.415 0.1308
H 2.977 0.486 -4.167 0.1322
H -2.810 -3.604 -4.052 0.1013
H 4.562 -0.130 -1.966 0.1053
H -2.188 -3.162 -1.408 0.0940
H 2.738 -0.809 -0.004 0.0750
H -2.125 -1.172 0.116 0.0047
C -2.228 -1.657 1.111 -0.1858
H -3.296 -1.866 1.221 0.0646
H -1.712 -2.635 1.220 -0.0470
H -1.910 -0.943 1.887 0.0368
O 0.251 2.423 3.869 0.1950
C 0.595 1.515 4.782 -0.1746
C 0.686 1.924 6.136 0.0849
C 0.758 0.950 7.131 0.0052
C 0.834 -0.413 6.798 0.0375
C 0.857 -0.796 5.453 0.0540
C 0.755 0.144 4.428 -0.0247
C 0.715 -0.251 2.993 -0.5788
O 0.974 -1.470 2.699 -0.2544
O 0.401 0.618 2.107 -0.0403
H 0.214 1.901 2.997 0.0944
H 0.635 2.989 6.371 0.1501
H 0.762 1.254 8.176 0.1332
H 0.867 -1.180 7.577 0.1416
H 0.945 -1.850 5.185 0.1400
```

## Properties
* 2S+1: 1
* maximum force: 4.10 eV/A
* HOMO level (spin up / spin down): -13.9445 / -13.9412 eV
* frontier orbital gap (spin up / spin down): 0.1810 / 0.1723 Eh
* E: -34376.06536 eV
* lowest unoccupied orbital energy (spin up / spin down): -9.02 / -9.25 eV
* net charge: +2
* relative energy (zero: lowest compared OMol25 entry of this formula, charge and spin): 0.652 eV

---

The following is a quantum chemistry calculation of a structure of composition C17H19BMgN6O3, from OMol25.

Structure (XYZ):
```
47
Properties=species:S:1:pos:R:3:nbo_charge:R:1
C 2.782 -0.398 -0.692 -0.0162
N 1.519 -0.403 -1.167 -0.4692
N 1.614 -0.188 -2.537 -0.3357
C 2.907 -0.113 -2.900 0.0234
C 3.688 -0.237 -1.757 -0.3307
B 0.385 -0.065 -3.480 0.5448
N -0.578 -1.238 -3.169 -0.3301
N -0.910 -1.664 -1.887 -0.4896
C -1.777 -2.694 -2.043 -0.0235
C -1.941 -2.972 -3.410 -0.3273
C -1.168 -2.036 -4.080 0.0322
Mg -0.151 -1.136 0.151 1.7797
N -0.321 1.319 -3.200 -0.2687
N -0.769 1.508 -1.926 -0.1090
C -1.269 2.737 -1.851 -0.0814
C -1.169 3.366 -3.109 -0.0265
C -0.558 2.429 -3.947 0.1206
H -1.671 3.129 -0.924 0.2466
H -0.282 2.469 -4.991 0.2667
H -1.492 4.355 -3.362 0.2603
H 0.729 -0.093 -4.627 -0.0119
H -0.980 -1.865 -5.133 0.2456
H 3.158 0.023 -3.942 0.2416
H -2.539 -3.752 -3.847 0.2568
H 4.757 -0.220 -1.698 0.2513
H -2.259 -3.188 -1.205 0.2126
H 3.005 -0.510 0.362 0.2270
H -1.954 -0.672 0.337 0.2269
C -2.012 -1.574 0.991 -0.9213
H -2.835 -2.169 0.578 0.2865
H -1.106 -2.253 1.069 0.1666
H -2.259 -1.230 2.002 0.2724
O -0.856 2.362 3.364 -0.5031
C -0.160 1.543 4.168 0.4592
C -0.310 1.664 5.564 -0.1527
C 0.327 0.748 6.397 -0.1774
C 1.157 -0.254 5.872 -0.0324
C 1.338 -0.353 4.494 -0.0930
C 0.673 0.513 3.632 -0.2088
C 0.480 0.126 2.221 0.7617
O 0.983 -0.986 1.811 -0.8034
O -0.254 0.829 1.425 -0.7684
H -0.743 1.960 2.441 0.5254
H -0.965 2.450 5.951 0.2732
H 0.158 0.815 7.471 0.2676
H 1.651 -0.966 6.533 0.2596
H 1.974 -1.116 4.053 0.2720
```

## Properties
* 2S+1: 1
* maximum force: 5.13 eV/A
* HOMO level (spin up / spin down): -14.1826 / -14.1529 eV
* frontier orbital gap (spin up / spin down): 0.1604 / 0.1669 Eh
* E: -39127.62922 eV
* lowest unoccupied orbital energy (spin up / spin down): -9.82 / -9.61 eV
* net charge: +2
* relative energy (zero: lowest compared OMol25 entry of this formula, charge and spin): 0.000 eV

---

The following is a quantum chemistry calculation of a structure of composition C17H19BiNPS, from OMol25.

Structure (XYZ):
```
40
Properties=species:S:1:pos:R:3:nbo_charge:R:1
C -0.550 2.004 -2.991 -0.5679
C -1.285 2.911 -3.743 -0.4077
C -2.668 2.696 -3.917 -0.3656
C -3.185 1.470 -3.442 -0.3726
C -2.311 0.605 -2.764 -0.6022
Bi -1.833 2.139 -1.252 1.1095
P 0.373 3.612 0.344 0.0203
H 0.554 1.994 -2.868 0.1910
H -0.797 3.819 -4.169 0.2049
H -3.338 3.438 -4.391 0.2126
H -2.630 -0.390 -2.415 0.1807
H -4.258 1.239 -3.608 0.2021
H 0.109 3.787 1.742 0.0062
H 0.687 4.966 0.013 0.0206
H 1.704 3.085 0.382 0.0075
N -0.645 0.328 -0.498 -1.1893
S -0.764 -0.506 0.888 1.1272
C -0.352 -2.210 0.535 -0.2559
C 0.825 -2.577 -0.118 -0.1423
C 1.096 -3.933 -0.306 -0.2179
C 0.218 -4.900 0.203 -0.1803
C -0.945 -4.521 0.903 -0.2017
C -1.233 -3.166 1.057 -0.1946
C 0.685 -0.021 1.826 -0.2700
C 0.482 0.229 3.190 -0.2078
C 1.568 0.604 3.969 -0.2040
C 2.839 0.742 3.387 -0.1873
C 3.016 0.455 2.019 -0.2198
C 1.939 0.044 1.250 -0.1463
H -0.207 -0.183 -1.273 0.4096
H 1.534 -1.828 -0.468 0.2148
H 1.992 -4.238 -0.857 0.2277
H 0.437 -5.959 0.068 0.2245
H -1.621 -5.270 1.313 0.2278
H -2.127 -2.830 1.590 0.2314
H -0.515 0.122 3.609 0.2277
H 1.428 0.809 5.030 0.2240
H 3.684 1.076 3.993 0.2245
H 4.002 0.571 1.570 0.2243
H 2.092 -0.215 0.199 0.2143
```

## Properties
* 2S+1: 1
* maximum force: 2.23 eV/A
* HOMO level: -4.4124 eV
* frontier orbital gap: 0.1486 Eh
* E: -45381.77252 eV
* lowest unoccupied orbital energy: -0.37 eV

---

The following is a quantum chemistry calculation of the molecule C17H19BrN4O, from OMol25.

Structure (XYZ):
```
42
Properties=species:S:1:pos:R:3:nbo_charge:R:1
O -0.753 0.570 4.811 -0.6021
C -0.518 0.774 3.641 0.6845
N 0.764 0.739 3.180 -0.6586
C 1.246 0.815 1.860 0.2263
C 1.864 -0.300 1.297 -0.2582
C 2.391 -0.256 0.020 -0.1898
C 2.306 0.908 -0.726 -0.2098
C 1.733 2.037 -0.172 -0.2315
C 1.235 1.994 1.119 -0.1085
Br 0.608 3.613 1.899 0.0576
H 1.692 2.960 -0.729 0.2314
H 2.698 0.942 -1.730 0.2272
H 2.868 -1.130 -0.395 0.2218
H 1.927 -1.204 1.885 0.2170
H 1.424 0.395 3.868 0.4122
C -1.606 1.076 2.624 -0.3274
N -1.383 0.390 1.368 -0.4560
C -1.769 -1.006 1.419 -0.2298
H -1.390 -1.439 2.347 0.2155
C -1.140 -1.743 0.230 -0.2079
N -1.213 -0.922 -0.956 -0.4144
C -0.265 -0.950 -1.930 0.4128
N -0.268 0.066 -2.799 -0.5001
C 0.623 0.075 -3.773 0.0676
C 1.576 -0.908 -3.959 -0.3323
C 1.569 -1.982 -3.075 -0.1498
C 0.646 -2.016 -2.054 -0.3199
H 0.609 -2.858 -1.382 0.2174
H 2.276 -2.791 -3.193 0.2147
H 2.286 -0.852 -4.768 0.2192
H 0.560 0.928 -4.439 0.1905
C -2.218 0.109 -0.928 -0.2354
H -3.199 -0.370 -0.823 0.1850
C -1.980 1.082 0.232 -0.2201
H -1.285 1.867 -0.080 0.2049
H -2.939 1.554 0.499 0.1747
H -2.180 0.639 -1.878 0.2617
H -1.657 -2.701 0.078 0.1882
H -0.090 -1.943 0.456 0.2069
H -2.865 -1.128 1.418 0.1701
H -2.569 0.811 3.089 0.2036
H -1.613 2.154 2.450 0.2408
```

## Properties
* 2S+1: 1
* maximum force: 0.66 eV/A
* HOMO level: -7.9207 eV
* frontier orbital gap: 0.3167 Eh
* E: -95988.12614 eV
* SMILES: O=C(CN1CCN(c2ccccn2)CC1)Nc1ccccc1Br
* lowest unoccupied orbital energy: 0.70 eV
* relative energy (zero: lowest compared OMol25 entry of this formula, charge and spin): 0.688 eV

---

The following is a quantum chemistry calculation of the molecule C17H19ClN2OS2, from OMol25.

Structure (XYZ):
```
42
Properties=species:S:1:pos:R:3:nbo_charge:R:1
C 1.818 -3.107 -1.604 -0.2376
H 1.490 -4.120 -1.628 0.1740
H 3.009 -3.094 -1.796 0.1970
O 1.583 -2.399 -0.542 -0.4632
C 0.271 -2.309 -0.299 0.3087
C -0.941 -2.636 -0.792 -0.3144
C -2.242 -2.386 -0.204 -0.1592
C -2.357 -1.527 0.686 -0.1107
C -1.264 -1.098 1.414 -0.2263
C 0.096 -1.455 1.030 -0.0453
Cl 1.389 -0.674 1.939 0.0288
H -1.417 -0.481 2.332 0.2326
C -3.680 -1.380 1.173 -0.4396
H -4.365 -1.954 1.250 0.1956
H -3.701 -0.840 2.181 0.2119
S -4.551 0.065 0.359 0.1898
C -3.173 1.232 0.369 -0.6433
C -2.277 1.279 -0.793 -0.1975
N -0.764 1.687 -0.569 -0.6253
C -0.475 2.858 -0.024 0.1789
N 0.794 2.946 0.188 -0.5731
C 1.801 2.164 0.329 0.1498
C 2.039 1.275 -0.820 -0.2099
C 3.087 0.384 -0.771 -0.2522
C 4.137 0.567 -0.221 -0.1935
C 4.113 1.337 1.043 -0.2328
C 2.943 1.964 1.126 -0.1888
H 2.884 3.029 1.898 0.1509
H 4.722 1.342 1.917 0.2379
H 5.030 -0.297 0.037 0.2069
H 3.253 -0.249 -1.817 0.2010
H 1.266 1.102 -1.781 0.2371
H 1.066 3.889 0.720 0.4013
S -1.447 4.014 -0.192 -0.1156
H -0.367 0.722 -0.168 0.4186
H -2.239 0.548 -1.301 0.1587
H -2.502 2.089 -1.786 0.2172
H -2.675 1.286 1.523 0.2455
H -3.752 2.390 0.359 0.2833
H -3.132 -2.457 -0.834 0.2233
H -0.704 -3.184 -1.599 0.2141
H 1.233 -2.524 -2.334 0.1655
```

## Properties
* 2S+1: 1
* maximum force: 19.27 eV/A
* HOMO level: -8.1724 eV
* frontier orbital gap: 0.3101 Eh
* E: -57142.96139 eV
* SMILES: COc1ccc(CSCCNC(=S)Nc2ccccc2)cc1Cl
* lowest unoccupied orbital energy: 0.27 eV
* relative energy (zero: lowest compared OMol25 entry of this formula, charge and spin): 15.706 eV